1.
51
Properties=species:S:1:pos:R:3:forces:R:3 method="wB97M-V/def2-TZVPD" e_above_lowest_kj_mol=57.0 homo_ha=-0.29905 homo_lumo_gap_ev=7.9
C -4.105 -3.728 1.632 -0.188 -0.191 -0.059
H -4.484 -3.531 0.630 0.000 -0.056 0.084
O -3.133 -2.737 1.868 0.264 0.232 0.112
C -2.482 -2.719 3.058 0.232 0.182 0.218
C -2.707 -3.633 4.079 -0.187 -0.096 -0.232
C -2.006 -3.543 5.270 0.135 0.154 0.005
C -1.070 -2.540 5.458 -0.014 -0.133 0.200
C -0.839 -1.624 4.453 -0.176 -0.031 -0.274
C -1.528 -1.685 3.241 -0.180 -0.426 0.356
C -1.315 -0.759 2.161 0.268 0.823 -0.608
C -0.595 0.380 2.110 -0.226 -0.695 0.500
C -0.544 1.167 0.871 -0.238 0.072 -0.256
O -1.099 0.890 -0.168 -0.003 -0.006 -0.075
N 0.187 2.325 1.059 -0.216 0.375 -0.317
C 0.791 2.511 2.271 -0.311 -0.439 0.294
O 1.495 3.430 2.579 0.219 0.232 -0.013
S 0.344 1.174 3.358 0.086 -0.029 0.234
C 0.522 3.183 -0.056 0.115 0.136 -0.238
C 1.947 2.917 -0.562 -0.190 -0.157 0.230
C 2.189 1.434 -0.799 0.201 0.573 -0.279
O 1.949 0.584 0.037 0.016 -0.302 0.300
N 2.720 1.129 -2.002 0.278 -0.063 -0.285
H 2.933 1.858 -2.664 -0.144 0.076 0.136
C 3.038 -0.233 -2.368 0.115 -0.234 -0.069
C 2.543 -0.601 -3.766 -0.205 0.119 0.313
H 2.797 -1.645 -3.949 0.044 0.004 -0.063
C 1.030 -0.425 -3.940 0.385 -0.539 -0.177
N 0.649 0.960 -4.025 -0.297 0.367 -0.119
C 1.097 1.875 -4.919 0.139 -0.072 -0.116
N 0.586 3.057 -4.713 0.226 0.424 -0.382
C -0.240 2.914 -3.643 -0.097 -0.161 0.190
C -0.216 1.621 -3.202 -0.203 0.087 0.063
H -0.718 1.132 -2.392 -0.087 -0.127 0.221
H -0.802 3.747 -3.270 -0.169 0.107 0.163
H 1.781 1.641 -5.711 0.167 -0.159 -0.150
H 0.713 -0.940 -4.855 -0.039 0.032 0.185
H 0.503 -0.867 -3.091 -0.013 0.033 -0.101
H 3.064 0.006 -4.510 0.027 -0.087 -0.099
H 4.123 -0.387 -2.321 -0.124 -0.075 0.062
H 2.567 -0.866 -1.612 0.125 0.025 -0.110
H 2.653 3.246 0.206 0.010 -0.014 -0.086
H 2.112 3.496 -1.470 0.023 0.020 -0.002
H 0.438 4.223 0.268 -0.027 -0.132 -0.080
H -0.207 2.974 -0.842 0.098 0.110 0.168
H -1.826 -1.004 1.237 0.078 0.114 -0.035
H -0.104 -0.849 4.598 0.074 -0.028 0.093
H -0.523 -2.475 6.386 0.052 0.009 0.084
H -2.196 -4.265 6.050 -0.015 -0.055 0.060
H -3.430 -4.424 3.958 -0.067 -0.042 -0.050
H -4.929 -3.661 2.349 0.051 -0.006 -0.016
H -3.673 -4.733 1.664 -0.013 0.049 0.018


2.
50
Properties=species:S:1:pos:R:3:forces:R:3 method="wB97M-V/def2-TZVPD" e_above_lowest_kj_mol=265.7 homo_ha=-0.30485 smiles="CC#CC[C@H](NC(=O)c1ncn2ccccc12)C(=O)N[C@H](CO)CCC" homo_lumo_gap_ev=8.6
C -4.016 -3.215 4.008 0.073 0.059 -0.005
C -2.799 -2.429 3.814 -0.241 -0.170 0.002
C -1.799 -1.789 3.658 0.246 0.157 -0.014
C -0.590 -0.996 3.421 -0.222 -0.253 0.306
C -0.823 0.135 2.422 0.041 0.112 -0.202
N -1.318 -0.440 1.188 0.251 -0.287 -0.135
C -1.459 0.212 0.016 -0.115 0.125 -0.033
O -1.155 1.393 -0.148 0.018 0.061 0.011
C -1.982 -0.606 -1.088 0.029 0.129 0.133
N -2.353 -1.913 -0.952 0.024 0.002 0.110
C -2.763 -2.312 -2.123 0.040 0.131 -0.041
N -2.673 -1.299 -3.046 -0.030 -0.104 0.037
C -2.990 -1.284 -4.382 -0.058 -0.112 -0.094
C -2.807 -0.152 -5.084 -0.018 0.060 -0.156
C -2.289 1.017 -4.448 0.039 0.112 0.021
C -1.976 1.007 -3.130 0.028 0.194 -0.132
C -2.169 -0.184 -2.392 -0.050 -0.275 0.149
C 0.505 0.895 2.339 -0.069 0.234 -0.178
O 0.798 1.635 3.261 0.067 0.059 0.013
N 1.305 0.660 1.281 -0.042 -0.203 0.122
C 2.503 1.443 1.013 0.102 -0.066 0.028
C 2.125 2.804 0.438 -0.042 0.177 0.132
O 1.475 2.704 -0.813 -0.079 -0.103 -0.042
C 3.408 0.634 0.093 -0.017 -0.113 -0.017
C 4.737 1.306 -0.214 0.061 0.030 -0.014
C 5.652 0.406 -1.034 0.050 0.006 -0.012
H -4.861 -2.562 4.221 -0.024 -0.020 0.003
H -4.243 -3.793 3.113 -0.023 -0.013 0.006
H -3.895 -3.904 4.843 -0.022 -0.013 0.002
H -0.241 -0.557 4.355 0.027 0.036 -0.010
H 0.202 -1.654 3.050 0.013 0.068 -0.024
H -1.549 0.848 2.819 0.085 -0.012 0.066
H -1.671 -1.388 1.219 0.005 0.021 -0.018
H -3.130 -3.293 -2.375 -0.005 -0.001 -0.027
H -3.376 -2.202 -4.799 0.004 -0.010 0.029
H -3.056 -0.139 -6.135 -0.003 -0.002 -0.012
H -2.146 1.920 -5.024 -0.016 -0.018 -0.046
H -1.585 1.877 -2.627 0.007 -0.029 0.072
H 0.947 0.088 0.534 -0.009 0.028 -0.016
H 3.006 1.609 1.969 -0.030 0.010 0.016
H 1.506 3.337 1.168 -0.003 -0.057 -0.036
H 3.027 3.396 0.284 0.000 0.013 -0.013
H 0.586 2.351 -0.656 -0.053 0.008 0.016
H 3.594 -0.337 0.564 -0.003 0.020 -0.001
H 2.881 0.436 -0.847 -0.011 0.030 0.020
H 4.565 2.236 -0.759 0.000 -0.006 -0.001
H 5.234 1.579 0.723 -0.013 0.004 -0.006
H 6.600 0.899 -1.252 0.001 -0.014 -0.008
H 5.871 -0.522 -0.502 -0.007 0.001 -0.003
H 5.186 0.143 -1.986 -0.004 -0.005 0.004


3.
6
Properties=species:S:1:pos:R:3:forces:R:3 method="wB97M-V/def2-TZVPD" e_above_lowest_kj_mol=165.3 homo_ha="-0.71417 / -0.56175" total_charge=+1 homo_lumo_gap_ev="15.1 / 2.7" multiplicity=2
H 0.736 -1.485 -2.526 0.672 0.627 -1.215
H -0.373 -1.663 -1.546 -1.514 0.345 0.537
O 0.462 -2.026 -1.797 0.799 -0.943 0.665
H 0.141 2.380 1.709 -1.386 -0.372 0.185
H -0.265 0.952 2.262 -1.443 2.099 -0.751
O -0.702 1.843 1.899 2.872 -1.757 0.578


4.
44
Properties=species:S:1:pos:R:3:forces:R:3 method="wB97M-V/def2-TZVPD" e_above_lowest_kj_mol=23.0 homo_ha=-0.35184 smiles="Cc1nc(CN(C)C(=O)c2coc([C@H](C)NC(=O)[C@@H]3C[C@H]3C#N)n2)no1" homo_lumo_gap_ev=10.0
C 0.300 0.046 -6.026 0.000 0.000 0.000
C -0.487 -0.747 -5.053 -0.002 0.001 -0.004
N -0.786 -0.457 -3.829 -0.002 -0.002 0.002
C -1.520 -1.555 -3.443 0.002 0.002 0.000
C -2.109 -1.684 -2.073 0.001 0.000 0.003
N -2.987 -0.566 -1.768 -0.001 0.000 -0.002
C -4.254 -0.552 -2.486 -0.002 0.000 0.000
C -2.546 0.642 -1.307 0.003 0.000 0.002
O -3.218 1.654 -1.422 -0.001 -0.001 -0.001
C -1.235 0.755 -0.611 0.001 0.000 -0.001
C -0.639 1.942 -0.378 -0.001 0.001 0.000
O 0.518 1.710 0.295 0.000 -0.001 -0.001
C 0.563 0.368 0.450 0.001 0.002 -0.001
C 1.725 -0.207 1.200 0.000 -0.001 -0.001
C 1.748 -1.724 1.106 -0.001 0.000 0.001
N 1.690 0.244 2.585 -0.010 0.015 -0.004
C 2.614 1.118 3.075 0.025 -0.017 0.007
O 3.547 1.534 2.420 0.000 0.000 0.001
C 2.475 1.520 4.515 -0.033 -0.010 0.000
C 2.972 0.596 5.584 0.014 0.014 -0.003
C 1.496 0.885 5.479 0.006 -0.001 0.007
C 0.874 1.734 6.464 -0.013 0.005 -0.013
N 0.385 2.418 7.246 0.007 -0.003 0.007
N -0.443 -0.250 -0.060 -0.001 -0.001 0.000
N -1.669 -2.455 -4.363 -0.003 0.000 -0.002
O -0.972 -1.926 -5.449 0.004 -0.001 0.002
H 0.619 0.970 -5.555 0.000 0.000 0.001
H 1.173 -0.518 -6.355 0.000 0.000 0.000
H -0.305 0.273 -6.903 0.000 0.000 0.000
H -2.683 -2.609 -2.023 -0.001 0.001 -0.002
H -1.310 -1.736 -1.341 0.000 0.001 0.000
H -4.951 0.103 -1.975 0.000 0.000 0.000
H -4.133 -0.189 -3.511 0.001 0.000 0.000
H -4.648 -1.566 -2.514 0.000 0.000 0.000
H -0.893 2.958 -0.612 0.000 0.000 0.000
H 2.641 0.216 0.785 0.000 0.000 0.000
H 1.801 -2.041 0.065 0.000 0.001 0.000
H 2.617 -2.106 1.639 0.000 0.000 0.000
H 0.845 -2.155 1.539 0.000 0.000 0.000
H 0.847 0.080 3.108 0.000 0.000 0.000
H 2.676 2.571 4.666 0.001 0.000 -0.001
H 3.284 -0.394 5.286 0.001 0.000 0.002
H 3.513 1.029 6.413 0.002 -0.002 0.000
H 0.865 0.074 5.142 0.001 0.000 0.000


5.
13
Properties=species:S:1:pos:R:3:forces:R:3 method="wB97M-V/def2-TZVPD" e_above_lowest_kj_mol=255.4 homo_ha=-0.53214 total_charge=+1 homo_lumo_gap_ev=9.3
O -1.251 0.634 0.228 -2.682 0.471 -0.590
C -0.761 1.359 -0.812 3.527 -0.444 5.577
C -1.015 -0.779 0.238 2.464 1.256 3.516
O -0.468 2.519 -0.553 -1.469 0.665 -1.680
O 0.156 0.610 -1.396 0.387 -4.085 -1.910
C -0.216 -1.092 -0.952 0.912 2.154 -2.145
H -2.000 -1.252 0.254 0.511 -0.411 0.598
H -0.040 -0.784 1.307 -3.680 -0.719 -2.953
H -0.682 -1.424 -1.880 -0.080 0.052 0.243
H 0.736 -1.588 -0.757 -0.001 0.382 -0.287
O 1.598 0.162 1.633 -0.475 -1.047 0.709
H 2.044 0.121 2.480 0.098 -0.072 0.329
Pb 1.900 1.516 0.209 0.490 1.797 -1.407


6.
6
Properties=species:S:1:pos:R:3:forces:R:3 method="wB97M-V/def2-TZVPD" e_above_lowest_kj_mol=0.0 homo_ha=-0.36210 smiles=FC(F)(S)I homo_lumo_gap_ev=9.6
C -0.244 -0.036 -0.290 0.330 0.150 1.363
F 0.103 0.161 -1.536 -0.334 0.046 -1.808
F -0.659 1.155 0.192 -0.507 -0.074 0.030
S 1.271 -0.495 0.590 0.078 -0.191 0.735
I -1.866 -1.494 -0.159 0.512 0.424 -0.073
H 1.394 0.709 1.203 -0.080 -0.355 -0.248


7.
51
Properties=species:S:1:pos:R:3:forces:R:3 method="wB97M-V/def2-TZVPD" homo_ha=-0.41227 total_charge=+1 homo_lumo_gap_ev=8.3
C -2.244 -3.826 0.016 -0.300 -0.072 -0.436
C -2.048 -3.557 -1.572 -0.260 -1.956 0.303
N -2.270 -2.152 -1.992 -0.483 -0.277 -0.177
C -1.462 -1.092 -1.874 0.517 1.873 -0.130
N -1.899 0.206 -2.421 5.616 -0.592 2.652
C -0.744 1.025 -2.128 -0.489 -4.792 1.267
N 0.245 0.221 -1.435 -0.660 4.278 -1.794
C 1.494 0.874 -1.007 3.608 1.637 2.169
C 2.916 0.521 -1.576 -0.677 2.406 2.799
C 4.142 1.283 -0.979 -3.116 0.827 1.280
C 3.961 2.375 0.116 -2.782 -1.350 -0.927
C 2.550 2.750 0.689 0.478 -3.438 -3.383
C 1.345 1.965 0.116 2.738 -0.469 -0.977
N -0.175 -1.083 -1.253 -3.093 0.645 -2.228
C 0.685 -2.048 -0.545 2.043 0.457 2.103
C 0.719 -1.686 1.039 0.624 0.675 3.558
C 2.117 -1.465 1.721 -2.541 0.296 1.844
C 2.253 -1.134 3.243 -3.329 -0.491 -1.047
C 0.991 -1.022 4.170 -0.294 -0.594 -3.629
C 1.133 -0.677 5.732 -0.067 0.227 -0.137
C -0.398 -1.227 3.467 2.597 -0.210 -1.730
C -0.535 -1.538 1.932 3.213 0.478 1.842
H -1.252 -3.834 0.580 -1.512 0.291 -0.658
H -2.741 -4.850 0.201 0.828 1.582 -0.496
H -2.984 -3.028 0.394 1.326 -1.231 -0.333
H -1.046 -3.975 -1.974 -1.582 0.900 0.692
H -2.854 -4.210 -2.086 1.306 1.411 0.602
H -3.184 -1.959 -2.447 1.211 -0.008 0.524
H -0.533 2.133 -2.349 -0.575 -1.685 0.083
H 3.050 -0.295 -2.378 -0.246 1.549 1.417
H 5.214 1.053 -1.327 -2.046 0.349 0.494
H 4.882 2.929 0.517 -1.562 -1.039 -0.749
H 2.382 3.533 1.502 0.400 -1.290 -1.391
H 0.303 2.206 0.525 1.663 -0.557 -0.754
H 0.501 -3.149 -0.751 -0.357 1.743 0.092
H 1.772 -1.844 -0.895 -1.847 -0.356 0.398
H 3.069 -1.531 1.072 -1.720 0.131 1.213
H 3.269 -0.967 3.757 -1.689 -0.359 -1.218
H 0.758 0.391 5.977 0.470 -1.725 -0.663
H 2.232 -0.693 6.091 -1.780 -0.201 -0.831
H 0.519 -1.397 6.393 1.011 1.041 -1.226
H -1.369 -1.162 4.086 1.804 -0.085 -1.121
H -1.588 -1.644 1.518 1.676 0.159 0.580
C -2.420 4.122 -3.139 -0.047 0.221 -0.075
O -1.260 3.925 -3.483 0.161 -0.238 0.221
N -3.250 3.116 -2.774 -0.076 -0.613 0.200
N -2.968 5.359 -3.092 0.170 0.620 -0.093
H -4.202 3.250 -2.486 0.082 0.018 -0.045
H -2.871 2.185 -2.800 -0.346 -0.021 -0.076
H -2.380 6.132 -3.356 -0.137 -0.120 0.039
H -3.915 5.540 -2.812 0.071 -0.045 -0.046


8.
12
Properties=species:S:1:pos:R:3:forces:R:3 method="wB97M-V/def2-TZVPD" e_above_lowest_kj_mol=474.2 homo_ha=-0.33385 smiles="C=COc1conn1" homo_lumo_gap_ev=9.9
C -2.162 -0.573 -1.441 -1.142 -2.659 1.477
C -1.220 0.200 -0.881 -2.029 1.433 -0.805
C 0.767 0.081 0.456 -0.440 2.384 0.861
C 1.819 -0.519 1.001 1.784 -1.533 -0.201
H -2.266 -1.825 -1.059 0.696 4.074 -1.628
H -3.044 -0.160 -1.974 0.900 -0.279 0.504
H -1.262 1.344 -0.820 0.409 -1.849 -0.376
H 2.223 -1.550 0.896 -0.394 1.175 0.356
N 1.938 1.619 1.554 -1.626 -1.102 -1.120
N 0.870 1.424 0.888 -0.116 0.042 -0.434
O -0.239 -0.453 -0.258 1.826 -0.819 1.259
O 2.576 0.411 1.637 0.131 -0.867 0.107


Repeat the second record exactly.
50
Properties=species:S:1:pos:R:3:forces:R:3 method="wB97M-V/def2-TZVPD" e_above_lowest_kj_mol=265.7 homo_ha=-0.30485 smiles="CC#CC[C@H](NC(=O)c1ncn2ccccc12)C(=O)N[C@H](CO)CCC" homo_lumo_gap_ev=8.6
C -4.016 -3.215 4.008 0.073 0.059 -0.005
C -2.799 -2.429 3.814 -0.241 -0.170 0.002
C -1.799 -1.789 3.658 0.246 0.157 -0.014
C -0.590 -0.996 3.421 -0.222 -0.253 0.306
C -0.823 0.135 2.422 0.041 0.112 -0.202
N -1.318 -0.440 1.188 0.251 -0.287 -0.135
C -1.459 0.212 0.016 -0.115 0.125 -0.033
O -1.155 1.393 -0.148 0.018 0.061 0.011
C -1.982 -0.606 -1.088 0.029 0.129 0.133
N -2.353 -1.913 -0.952 0.024 0.002 0.110
C -2.763 -2.312 -2.123 0.040 0.131 -0.041
N -2.673 -1.299 -3.046 -0.030 -0.104 0.037
C -2.990 -1.284 -4.382 -0.058 -0.112 -0.094
C -2.807 -0.152 -5.084 -0.018 0.060 -0.156
C -2.289 1.017 -4.448 0.039 0.112 0.021
C -1.976 1.007 -3.130 0.028 0.194 -0.132
C -2.169 -0.184 -2.392 -0.050 -0.275 0.149
C 0.505 0.895 2.339 -0.069 0.234 -0.178
O 0.798 1.635 3.261 0.067 0.059 0.013
N 1.305 0.660 1.281 -0.042 -0.203 0.122
C 2.503 1.443 1.013 0.102 -0.066 0.028
C 2.125 2.804 0.438 -0.042 0.177 0.132
O 1.475 2.704 -0.813 -0.079 -0.103 -0.042
C 3.408 0.634 0.093 -0.017 -0.113 -0.017
C 4.737 1.306 -0.214 0.061 0.030 -0.014
C 5.652 0.406 -1.034 0.050 0.006 -0.012
H -4.861 -2.562 4.221 -0.024 -0.020 0.003
H -4.243 -3.793 3.113 -0.023 -0.013 0.006
H -3.895 -3.904 4.843 -0.022 -0.013 0.002
H -0.241 -0.557 4.355 0.027 0.036 -0.010
H 0.202 -1.654 3.050 0.013 0.068 -0.024
H -1.549 0.848 2.819 0.085 -0.012 0.066
H -1.671 -1.388 1.219 0.005 0.021 -0.018
H -3.130 -3.293 -2.375 -0.005 -0.001 -0.027
H -3.376 -2.202 -4.799 0.004 -0.010 0.029
H -3.056 -0.139 -6.135 -0.003 -0.002 -0.012
H -2.146 1.920 -5.024 -0.016 -0.018 -0.046
H -1.585 1.877 -2.627 0.007 -0.029 0.072
H 0.947 0.088 0.534 -0.009 0.028 -0.016
H 3.006 1.609 1.969 -0.030 0.010 0.016
H 1.506 3.337 1.168 -0.003 -0.057 -0.036
H 3.027 3.396 0.284 0.000 0.013 -0.013
H 0.586 2.351 -0.656 -0.053 0.008 0.016
H 3.594 -0.337 0.564 -0.003 0.020 -0.001
H 2.881 0.436 -0.847 -0.011 0.030 0.020
H 4.565 2.236 -0.759 0.000 -0.006 -0.001
H 5.234 1.579 0.723 -0.013 0.004 -0.006
H 6.600 0.899 -1.252 0.001 -0.014 -0.008
H 5.871 -0.522 -0.502 -0.007 0.001 -0.003
H 5.186 0.143 -1.986 -0.004 -0.005 0.004